(1)
DFT (ωB97M-V/def2-TZVPD) results for 12 unconnected molecules or ions with the total composition C33H64F14N16O28S14.

Atoms and positions in Å:
1 C 9.545196 -0.345908 0.265128
2 C 8.580561 -0.098906 -0.896062
3 C 7.225719 -0.831264 -0.712590
4 C 6.170133 -0.717325 -1.923471
5 N 5.167569 -1.885658 -1.907763
6 C 4.239795 -1.565785 -3.122330
7 C 3.856026 -2.919752 -3.687529
8 C 4.713458 -3.992137 -3.025879
9 C 5.845833 -3.159995 -2.465306
10 C 4.534085 -1.946626 -0.499744
11 H 9.577562 -1.403036 0.528840
12 H 9.235206 0.054896 1.230203
13 H 10.505122 0.134465 0.075737
14 H 8.934047 -0.506439 -1.843196
15 H 8.284657 0.949202 -0.940708
16 H 6.889115 -0.412790 0.235921
17 H 7.493410 -1.868399 -0.510610
18 H 6.671310 -0.753621 -2.890736
19 H 5.628203 0.228319 -1.936083
20 H 3.382523 -0.945215 -2.861419
21 H 4.789169 -0.997605 -3.872978
22 H 2.820437 -3.143263 -3.431226
23 H 3.991217 -2.922402 -4.769110
24 H 4.176625 -4.584627 -2.285020
25 H 5.066508 -4.800270 -3.666483
26 H 6.390316 -3.582654 -1.620907
27 H 6.547400 -2.823336 -3.228561
28 H 3.614470 -2.529757 -0.548339
29 H 4.460178 -0.912923 -0.161946
30 H 5.242872 -2.508638 0.108433
31 C -5.638729 4.727468 1.063417
32 C -6.098853 5.667056 -0.129240
33 N -6.439025 7.080773 0.239981
34 C -5.521375 8.146101 0.239818
35 C -6.086432 9.283814 0.791103
36 N -7.399612 8.920388 1.074756
37 C -7.601101 7.583075 0.696756
38 C -8.411836 9.723720 1.727267
39 H -5.258220 3.759323 0.737814
40 H -6.520121 4.399002 1.614205
41 H -4.961338 5.153233 1.803659
42 H -6.941495 5.236065 -0.669879
43 H -5.385116 5.789988 -0.943837
44 H -4.472133 7.979058 0.045947
45 H -5.789845 10.321428 0.833235
46 H -8.495385 7.031654 0.946925
47 H -9.260152 9.146987 2.095816
48 H -8.835123 10.474390 1.059860
49 H -7.970696 10.324422 2.522674
50 C -2.291495 1.814283 -0.070484
51 C -0.729607 1.721355 0.285578
52 N -0.104018 0.401541 0.093872
53 C 0.224107 -0.240143 -1.109904
54 C 0.622899 -1.582221 -0.846443
55 N 0.560834 -1.667684 0.581691
56 C -0.062125 -0.554358 1.101780
57 C 0.783665 -2.916947 1.334459
58 H -2.898891 1.182885 0.577983
59 H -2.498573 1.499102 -1.093165
60 H -2.624268 2.848641 0.015972
61 H -0.656412 1.983192 1.341130
62 H -0.010624 2.397319 -0.177283
63 H 0.157627 0.363749 -2.002815
64 H 0.825485 -2.417625 -1.500255
65 H -0.262770 -0.311753 2.134880
66 H 0.570409 -3.713104 0.621193
67 H 0.199334 -2.995028 2.251283
68 H 1.825990 -2.929947 1.653046
69 C -5.898494 -3.138509 -0.567542
70 C -4.437937 -3.571495 -0.392093
71 N -3.692450 -2.967155 -1.454254
72 C -3.329904 -1.632589 -1.483728
73 C -2.489372 -1.559770 -2.590148
74 N -2.378387 -2.743643 -3.192795
75 C -3.215433 -3.626290 -2.591386
76 C -1.534399 -3.113478 -4.345007
77 H -6.649628 -3.510173 0.129432
78 H -6.209032 -3.227601 -1.608565
79 H -5.996621 -2.061640 -0.430402
80 H -4.333779 -4.656048 -0.360490
81 H -3.955901 -3.062051 0.442295
82 H -3.539992 -0.975647 -0.652647
83 H -2.020866 -0.672412 -2.989518
84 H -3.295369 -4.643027 -2.946705
85 H -1.847958 -4.044676 -4.816875
86 H -0.504445 -3.220142 -4.004553
87 H -1.490527 -2.332200 -5.103805
88 C -0.543095 -2.757291 6.495360
89 C 0.377681 -3.483080 5.444729
90 N 1.503272 -2.520590 5.192273
91 C 1.363923 -1.355793 4.483170
92 C 2.577620 -0.895310 4.145186
93 N 3.561994 -1.760436 4.695385
94 C 2.893645 -2.825218 5.292711
95 C 4.944159 -1.635711 4.339832
96 H 0.005425 -2.570739 7.418636
97 H -1.476025 -3.279549 6.707484
98 H -0.927647 -1.779993 6.203625
99 H -0.032222 -3.762214 4.474077
100 H 0.726044 -4.428920 5.859600
101 H 0.395210 -0.942943 4.243295
102 H 2.884946 -0.077173 3.510674
103 H 3.297741 -3.763049 5.644255
104 H 5.454523 -2.595679 4.261942
105 H 5.443963 -1.015657 5.084039
106 H 4.985100 -1.021450 3.440329
107 N 4.894874 -5.448750 0.188527
108 S 4.925862 -4.994647 1.778817
109 O 5.171031 -6.089838 2.657543
110 O 3.956030 -3.946783 2.166379
111 F 6.379818 -4.171898 1.743299
112 S 3.519727 -5.837965 0.110071
113 O 2.519082 -4.795070 -0.178925
114 O 3.095133 -6.995360 0.917704
115 F 3.560038 -6.539302 -1.363883
116 N -2.196769 7.856581 -0.563760
117 S -1.187245 8.719325 0.362641
118 O 0.259271 8.696373 -0.021484
119 O -1.508396 8.756606 1.808596
120 F -1.599229 10.192096 -0.159566
121 S -1.836003 6.483965 0.001931
122 O -2.465136 6.113883 1.261188
123 O -0.503870 5.982843 -0.252561
124 F -2.665958 5.626945 -1.061271
125 N 4.322617 1.333617 2.160645
126 S 3.282583 2.285988 1.297484
127 O 2.871105 1.877206 -0.056971
128 O 3.256302 3.713208 1.665549
129 F 1.918322 1.796824 2.049159
130 S 5.476993 1.987324 1.604191
131 O 6.023726 3.181363 2.303243
132 O 5.811006 1.848300 0.205440
133 F 6.473841 0.905946 2.288641
134 N -6.317318 3.282744 -3.151673
135 S -6.071058 1.619481 -2.896998
136 O -4.753663 1.163224 -2.421230
137 O -6.880228 0.774813 -3.761321
138 F -6.929920 1.410668 -1.537256
139 S -4.926146 3.620671 -3.608931
140 O -4.598220 3.186210 -4.969015
141 O -3.861576 3.780131 -2.599882
142 F -5.303974 5.222208 -3.851702
143 N -0.148531 0.041105 -4.339848
144 S 0.981820 0.011207 -5.144184
145 O 2.162300 0.709810 -4.739846
146 O 0.571531 -0.052139 -6.541296
147 F 1.339905 -1.576111 -4.836085
148 S -0.427466 1.730974 -4.557012
149 O -0.466025 2.259022 -5.888415
150 O 0.336316 2.513466 -3.605989
151 F -1.962410 1.746194 -4.074980
152 N -2.287964 -6.631754 -1.646214
153 S -1.762014 -6.547398 -0.241952
154 O -1.577084 -5.179920 0.244561
155 O -0.983996 -7.548019 0.386205
156 F -3.166446 -6.800669 0.464174
157 S -0.763165 -6.551739 -2.289390
158 O -0.000820 -7.730956 -2.061375
159 O -0.037867 -5.285907 -2.283534
160 F -1.080551 -6.630051 -3.821091
161 N -1.915590 -0.392570 3.690368
162 S -3.278777 -0.847076 3.222346
163 O -3.651356 -0.489008 1.852793
164 O -4.408721 -1.049690 4.149648
165 F -2.764488 -2.311115 2.962852
166 S -2.509362 1.144980 4.071775
167 O -2.511986 1.498059 5.497371
168 O -3.386911 1.832176 3.118824
169 F -1.152456 1.927786 3.738795

Forces on the atoms, in the same order (eV/Å):
C -0.5 0.1 0.3
C -1.5 -0.4 -0.1
C -0.1 0.3 -0.1
C 1.4 -0.5 1.7
N 0.6 1.7 -1.8
C -0.4 -0.4 0.6
C -1.0 -0.7 -0.2
C 0.5 -0.2 0.3
C -0.2 0.1 1.9
C 0.7 -0.7 -1.4
H 0.7 -0.3 -0.5
H -0.6 0.6 -0.2
H 0.2 -0.5 -0.1
H 0.7 0.6 -0.1
H 0.6 0.2 -0.4
H -0.8 -0.2 -0.2
H -0.3 -0.3 -0.2
H 0.2 -0.2 0.1
H -0.2 -0.1 0.5
H 0.1 -0.1 0.4
H 0.4 0.0 0.4
H -0.1 0.1 -0.5
H -0.3 0.0 0.1
H 0.0 0.6 0.3
H 0.2 0.4 -0.5
H 0.1 -0.3 -0.2
H -0.1 0.0 0.0
H -0.1 0.3 0.0
H -0.4 -0.2 0.0
H 0.0 0.2 0.1
C -1.1 0.5 -0.3
C 0.6 -0.6 0.0
N -0.4 1.9 0.8
C 0.1 0.0 1.0
C -1.1 -1.9 -1.0
N -0.4 -2.7 -0.8
C 1.5 1.8 1.1
C -0.3 1.1 -0.1
H 0.4 0.4 -0.6
H -0.4 0.3 0.1
H 0.2 0.3 -0.5
H -0.3 0.1 0.4
H 0.6 -0.2 0.4
H 0.1 -0.1 -0.5
H 0.3 -0.3 0.2
H 0.1 0.0 -0.3
H 0.4 -0.3 0.1
H 0.1 -0.1 -0.4
H 0.1 -0.4 0.2
C 1.6 -0.3 -0.5
C -1.1 0.5 0.2
N -0.9 -3.6 1.1
C 0.5 -1.0 1.4
C -1.0 3.7 1.9
N -2.4 0.8 -0.2
C 2.5 0.7 -3.2
C 0.5 0.2 -0.4
H 0.4 0.1 0.2
H 0.2 0.2 -0.2
H 0.2 0.0 0.0
H 0.2 -0.4 0.1
H -0.7 0.4 -0.6
H 0.1 -0.4 -0.2
H 0.2 0.0 0.2
H 0.0 -0.3 -0.1
H 0.1 -0.3 0.6
H -0.5 0.3 -0.4
H 0.1 -0.3 -0.3
C -0.3 1.1 0.1
C -1.2 0.6 0.6
N 0.9 -1.5 -3.4
C 1.5 -1.9 -1.4
C -0.3 2.6 1.3
N -1.5 -2.0 -0.8
C 0.9 2.3 2.0
C 0.7 0.5 -0.1
H 0.3 -0.7 -0.1
H -0.1 -0.7 0.0
H 0.4 0.3 0.2
H 0.4 0.2 0.0
H -0.5 -0.7 0.8
H -0.1 0.2 -0.3
H 0.1 -0.2 0.0
H -0.3 0.0 0.7
H -0.2 0.1 0.4
H -0.1 -0.2 0.2
H -0.4 0.2 0.2
C -0.3 -0.3 -0.7
C -0.3 1.4 1.2
N 3.5 -2.0 -0.1
C -0.4 -0.2 0.1
C 1.7 -0.6 0.6
N -3.8 -1.9 0.1
C -2.3 3.2 -1.7
C 1.0 0.8 0.4
H 0.1 -0.4 0.0
H 0.3 -0.5 0.1
H 0.4 0.1 -0.6
H -0.4 0.5 0.1
H 0.5 0.3 0.1
H 0.0 -0.1 0.1
H -0.1 0.1 0.2
H 0.1 0.3 0.1
H -0.3 0.1 -0.2
H 0.1 -0.2 0.2
H 0.2 -0.5 -0.3
N 7.4 3.6 3.5
S 1.9 2.1 1.2
O 0.0 0.8 -0.2
O 2.0 -1.9 -0.7
F -1.7 -0.8 -0.2
S -12.7 -5.5 -4.3
O 1.9 -1.1 1.0
O 0.8 2.7 -0.6
F 0.6 0.3 0.5
N 0.8 3.0 0.8
S 4.0 3.7 1.4
O -4.0 -0.2 1.0
O 0.4 -0.1 -3.1
F -0.5 -0.6 0.1
S 0.0 -7.8 0.1
O 0.4 0.8 -1.1
O -1.0 1.1 0.7
F -0.4 0.5 0.2
N -7.8 -1.1 0.2
S -8.0 2.3 -1.0
O 2.2 0.4 2.3
O 1.2 -3.2 -1.1
F 0.8 -0.4 0.5
S 14.0 4.3 0.8
O -1.9 -2.0 -2.0
O -1.0 0.2 0.4
F 0.7 -0.9 -0.1
N -2.1 -4.9 2.0
S -1.8 -2.6 1.8
O -2.2 1.1 -1.6
O 1.6 1.4 0.2
F 0.2 0.9 -0.1
S 6.5 5.4 -2.5
O -0.3 0.1 2.3
O -2.2 -0.9 -1.9
F 0.1 -0.7 0.0
N -9.8 4.4 7.1
S 9.2 -4.9 -9.6
O 0.3 -0.2 -0.3
O 2.0 0.0 0.6
F 0.5 0.3 0.1
S -2.0 3.1 1.9
O -0.2 -1.0 0.8
O -1.3 -1.5 -0.4
F 1.4 -0.5 -0.1
N 2.3 -0.1 -4.3
S -2.6 3.0 9.2
O 0.8 -0.8 -1.1
O 0.8 -0.6 -0.6
F -1.2 -0.6 0.0
S 2.8 0.7 -3.5
O -0.2 0.0 0.0
O -1.6 -1.0 0.8
F -1.3 -0.2 -0.7
N 0.1 4.3 2.2
S -6.2 -5.7 -4.3
O 0.4 -0.1 1.7
O 2.5 1.1 -0.9
F 0.2 -1.5 0.1
S 3.2 6.1 1.9
O -1.3 -1.9 -2.1
O 0.7 -2.1 2.1
F 0.6 -0.6 -0.6

Properties
Total charge ... -2
HOMO energy ... -5.77 eV
Gap between HOMO and LUMO ... 7.98 eV
LUMO ... 2.203 eV



(2)
DFT (ωB97M-V/def2-TZVPD) results for a molecular structure, C35H48AsBBrCl3N6O2PS2Si3Ti.

Atoms and positions in Å:
1 Ti -0.229363 -0.171618 -0.072478
2 B -3.514965 -2.108420 -0.864924
3 N -3.423557 -0.984684 0.202176
4 C -4.527315 -0.487633 0.764244
5 C -4.191323 0.590291 1.559799
6 C -2.820098 0.684484 1.426159
7 N -2.349102 -0.270659 0.603307
8 N -2.122153 -2.628024 -1.296041
9 C -2.004217 -3.740078 -2.026845
10 C -0.711213 -3.827850 -2.503030
11 C -0.089898 -2.689673 -2.006200
12 N -0.947193 -1.970498 -1.270344
13 H -4.085396 -1.665039 -1.838845
14 H -4.120693 -3.045279 -0.384539
15 H -5.484686 -0.922872 0.532136
16 H -4.839850 1.247485 2.109534
17 H -2.154748 1.406525 1.863696
18 H -2.860167 -4.376383 -2.173720
19 H -0.291444 -4.580351 -3.146522
20 H 0.920051 -2.344398 -2.170976
21 Br -0.957825 -3.382759 1.656579
22 C 0.748200 -3.186363 0.877505
23 C 1.566840 -4.289973 0.748341
24 C 2.811207 -4.109463 0.162380
25 C 3.202450 -2.839947 -0.216400
26 C 2.316471 -1.794821 -0.034339
27 N 1.091964 -1.969707 0.475838
28 C 2.687236 -0.350951 -0.293030
29 O 3.846136 -0.061192 -0.502393
30 O 1.677677 0.449263 -0.172666
31 H 1.226729 -5.257380 1.086219
32 H 3.471027 -4.956532 0.025993
33 H 4.168450 -2.619439 -0.647853
34 S 2.475986 -0.672183 -3.558619
35 P 0.684621 -0.016676 -4.041127
36 S -0.542835 0.728838 -2.617383
37 C 0.784977 1.299829 -5.313542
38 C 1.652645 1.095753 -6.384762
39 C 1.740697 2.032355 -7.401625
40 C 0.965868 3.184728 -7.354184
41 C 0.108440 3.395581 -6.285233
42 C 0.015729 2.455616 -5.266070
43 C -0.243602 -1.300707 -4.973093
44 C -1.608297 -1.131257 -5.192310
45 C -2.327161 -2.087595 -5.891489
46 C -1.686186 -3.218093 -6.383744
47 C -0.325314 -3.384138 -6.176821
48 C 0.393245 -2.429684 -5.468897
49 H 2.268788 0.204700 -6.403376
50 H 2.419267 1.867265 -8.229052
51 H 1.037606 3.919724 -8.146155
52 H -0.487844 4.297702 -6.235431
53 H -0.640773 2.625162 -4.421648
54 H -2.111496 -0.262875 -4.784460
55 H -3.390706 -1.955747 -6.044140
56 H -2.250210 -3.967543 -6.925111
57 H 0.178435 -4.265041 -6.556158
58 H 1.453258 -2.552512 -5.283603
59 C 0.001144 -2.182156 5.166976
60 Si -0.669543 -0.489768 4.703670
61 C -0.539643 0.624888 6.209025
62 C -2.487241 -0.686547 4.335925
63 As 0.512615 0.369173 2.830960
64 Si 2.700004 -0.158941 3.591188
65 C 2.947382 0.098138 5.441363
66 C 3.088692 -1.973113 3.287405
67 C 3.973684 0.900342 2.722536
68 Si 0.623903 2.735104 3.135776
69 C -1.104101 3.415960 3.257036
70 C 1.644506 3.405434 1.721499
71 C 1.510083 3.279439 4.701281
72 H -0.636127 -2.586699 5.959091
73 H 1.022246 -2.155551 5.543604
74 H -0.037525 -2.875159 4.327644
75 H -0.949603 0.093910 7.073328
76 H -1.133159 1.530654 6.068134
77 H 0.482245 0.914046 6.447214
78 H -2.963264 -1.161207 5.199628
79 H -2.673813 -1.303529 3.456233
80 H -2.971989 0.275058 4.170160
81 H 2.375120 -0.599751 6.050301
82 H 2.729345 1.108245 5.779249
83 H 4.007945 -0.094968 5.635336
84 H 2.206206 -2.612725 3.283661
85 H 3.749328 -2.323765 4.085141
86 H 3.615523 -2.102614 2.341863
87 H 4.034761 1.888623 3.180752
88 H 3.787951 1.018416 1.655372
89 H 4.951990 0.423524 2.835352
90 H -1.703911 3.385003 2.345280
91 H -1.035019 4.472497 3.536172
92 H -1.658544 2.909003 4.051243
93 H 1.501218 2.869747 0.785043
94 H 2.703715 3.352453 1.975536
95 H 1.390243 4.456658 1.562972
96 H 1.008552 2.972677 5.619518
97 H 1.508296 4.374450 4.676921
98 H 2.551204 2.962512 4.733072
99 Cl -3.560306 4.225656 0.929951
100 C -1.543795 4.295840 -0.725624
101 Cl -0.669471 5.641329 -0.134930
102 Cl -2.364968 4.465639 -2.216113
103 C -1.123412 3.020856 -0.367406
104 N -0.798517 1.962510 -0.036481

Forces on the atoms, in the same order (eV/Å):
Ti -0.9 1.6 -0.9
B 0.0 0.0 0.0
N 0.0 -0.1 0.2
C 0.0 0.0 0.0
C 0.0 0.0 0.0
C 0.0 -0.1 -0.1
N 0.2 0.2 0.0
N 0.0 0.1 0.0
C 0.0 0.0 0.1
C 0.1 0.0 -0.1
C -0.1 0.0 0.0
N 0.1 0.0 0.1
H 0.0 0.0 0.0
H 0.0 0.0 0.0
H 0.0 0.0 0.0
H 0.0 0.0 0.0
H -0.1 -0.1 0.0
H 0.0 0.0 0.0
H 0.0 0.0 0.0
H 0.0 0.0 0.0
Br 0.0 0.0 0.0
C -0.1 0.1 0.0
C 0.0 -0.1 0.0
C 0.0 0.0 0.0
C 0.1 0.1 -0.1
C 0.0 -0.1 0.2
N 0.1 0.0 0.1
C 0.1 0.1 -0.2
O -0.1 0.0 0.2
O -0.1 -0.1 0.0
H 0.0 0.0 0.0
H 0.0 0.0 0.0
H 0.0 0.0 0.0
S 0.1 0.0 0.0
P -0.1 -0.1 0.0
S 0.1 0.1 0.3
C 0.1 0.0 0.0
C 0.0 0.0 0.0
C 0.0 0.0 0.0
C 0.0 0.0 0.0
C 0.0 0.0 0.0
C 0.0 0.0 0.0
C -0.1 0.1 0.1
C 0.0 -0.1 0.0
C 0.0 0.0 0.0
C 0.0 0.0 0.0
C 0.0 0.0 0.0
C 0.0 0.0 -0.1
H 0.0 0.0 0.0
H 0.0 0.0 0.0
H 0.0 0.0 0.0
H 0.0 0.0 0.0
H 0.0 0.0 0.0
H 0.0 0.0 0.0
H 0.0 0.0 0.0
H 0.0 0.0 0.0
H 0.0 0.0 0.0
H 0.0 0.0 0.0
C 0.0 0.0 0.0
Si 0.0 0.1 0.0
C 0.0 0.0 0.0
C 0.0 0.0 0.0
As 0.0 -0.1 0.1
Si 0.0 0.0 0.0
C 0.1 0.0 0.0
C 0.0 0.0 0.0
C 0.0 0.0 0.0
Si 0.0 -0.1 0.0
C 0.1 0.1 0.0
C 0.0 0.0 0.0
C 0.0 0.1 0.0
H 0.0 0.0 0.0
H 0.0 0.0 0.0
H 0.0 0.0 0.0
H 0.0 0.0 0.0
H 0.0 0.0 0.0
H 0.0 0.0 0.0
H 0.0 0.0 0.0
H 0.0 0.0 0.0
H 0.0 0.0 0.0
H 0.0 0.0 0.0
H 0.0 0.0 0.0
H 0.0 0.0 0.0
H 0.0 0.0 0.0
H 0.0 0.0 0.0
H 0.0 0.0 0.0
H 0.0 0.0 0.0
H 0.0 0.0 0.0
H 0.0 0.0 0.0
H 0.0 0.0 0.1
H 0.0 0.0 0.0
H 0.0 0.0 0.0
H 0.0 0.0 0.0
H 0.0 0.0 0.0
H 0.0 0.0 0.0
H 0.0 0.0 0.0
H 0.0 0.0 0.0
H 0.0 0.0 0.0
Cl -0.1 0.2 -0.1
C 0.3 -1.3 0.2
Cl -0.1 -0.1 0.0
Cl 0.0 0.0 0.2
C -0.5 2.5 -0.7
N 1.1 -2.8 0.4

Properties
Total charge ... -1
HOMO energy (spin up / spin down) ... -3.83 / -3.82 eV
Gap between HOMO and LUMO (spin up / spin down) ... 3.82 / 3.94 eV
LUMO (spin up / spin down) ... -0.005 / 0.117 eV
ΔE to the lowest compared entry with this formula, charge and spin ... 1.6360 eV



| no. | DFT total energy (eV) |
| --- | --- |
| 1 | -306155.9950 |
| 2 | -296951.2257 |